ORCA calculation (ωB97M-V with the def2-TZVPD basis set) on a structure of composition C42H40O2PtSb2.

The geometry in XYZ format:
```
87
Properties=species:S:1:pos:R:3:forces:R:3
Pt -1.02777 -0.37450 0.35524 -0.7 0.9 0.6
C 0.93493 2.89640 1.32264 -0.3 0.0 -0.3
C 2.11713 1.94590 1.45594 0.0 0.0 -0.3
C 1.77933 0.47410 1.69784 0.2 -0.7 0.2
Sb 1.52603 -0.36930 -0.33456 0.6 -1.2 0.9
C 1.77223 -2.37840 -1.13736 0.0 0.5 0.3
C 0.67023 -2.79830 -1.87056 -0.3 0.3 0.0
C 0.75783 -3.87960 -2.72696 0.0 0.1 -0.2
C 1.97513 -4.52000 -2.89656 0.0 0.0 -0.1
C 3.08433 -4.08930 -2.19056 0.1 -0.1 0.0
C 2.98003 -3.03320 -1.30076 0.1 0.0 0.1
C 3.68543 -0.03160 -0.57296 -0.7 0.4 -0.5
C 4.51553 -0.65180 0.34904 -0.4 -0.1 0.2
C 5.88663 -0.49670 0.27384 0.1 0.0 0.0
C 6.43573 0.28910 -0.72536 0.1 0.1 -0.1
C 5.61183 0.89390 -1.65826 0.1 0.0 -0.1
C 4.23783 0.72770 -1.58616 -0.2 0.1 -0.2
Sb -0.74837 2.35940 0.01604 0.8 0.4 -0.6
C 0.12253 2.19090 -1.97076 -0.3 0.3 0.5
C -0.39967 1.12880 -2.70576 -0.4 0.0 -0.1
C 0.15163 0.75720 -3.91676 -0.1 0.0 -0.1
C 1.24193 1.45970 -4.40826 0.1 -0.1 -0.1
C 1.73463 2.54830 -3.71066 0.2 0.1 -0.1
C 1.17993 2.91400 -2.49196 0.0 0.0 0.0
C -1.44267 4.41260 -0.11986 -0.2 -0.8 0.1
C -1.25987 5.17980 -1.25786 0.2 -0.1 -0.2
C -1.76417 6.46820 -1.32066 0.0 0.1 0.0
C -2.47057 6.98890 -0.25056 -0.1 0.1 0.0
C -2.66857 6.22210 0.88514 0.0 0.1 0.1
C -2.15327 4.93900 0.94794 0.0 -0.1 0.3
H 1.28603 3.87510 0.98634 -0.1 0.0 0.0
H 0.45923 3.02480 2.29724 -0.1 0.0 0.0
H 2.72793 2.29760 2.29524 0.0 0.0 -0.1
H 2.74463 2.03500 0.56014 0.1 0.1 0.1
H 0.84633 0.37030 2.25344 0.0 -0.1 0.0
H 2.58403 -0.01310 2.24744 0.0 0.0 0.0
H -0.27337 -2.26160 -1.75936 0.1 -0.1 -0.1
H -0.11107 -4.20040 -3.28386 -0.1 0.0 0.0
H 2.06453 -5.33580 -3.59906 0.0 -0.1 0.0
H 4.04513 -4.55840 -2.35026 0.0 -0.1 0.0
H 3.85173 -2.70940 -0.75176 0.1 0.0 -0.1
H 4.08563 -1.27270 1.12664 0.1 0.0 0.1
H 6.52153 -0.99170 0.99414 0.1 0.0 0.1
H 7.50503 0.42920 -0.77666 0.1 0.0 0.0
H 6.03793 1.49800 -2.44616 0.0 0.1 -0.1
H 3.59223 1.19200 -2.32086 0.1 0.0 0.0
H -1.24687 0.56910 -2.30176 0.2 0.1 -0.1
H -0.25537 -0.07850 -4.46976 0.0 0.0 0.0
H 1.71353 1.14690 -5.32866 0.0 0.0 -0.1
H 2.56543 3.11200 -4.11096 0.1 0.0 0.0
H 1.58303 3.75490 -1.94216 0.1 0.1 0.0
H -0.72357 4.77430 -2.10466 0.0 0.0 -0.1
H -1.61707 7.06430 -2.21066 0.0 0.0 -0.1
H -2.87967 7.98720 -0.30826 0.0 0.1 0.0
H -3.23657 6.62450 1.71264 0.0 0.0 0.1
H -2.31327 4.33730 1.83354 -0.1 0.0 0.1
C -5.53197 -0.35260 0.83854 0.2 0.1 -0.2
C -4.12297 -0.00220 1.28774 -0.5 -0.1 0.1
O -3.30827 0.24900 0.38994 0.0 -0.3 0.0
C -3.80207 -0.05160 2.69874 0.8 0.2 -0.1
C -4.75397 -0.42980 3.66124 0.0 -0.1 0.2
C -4.41097 -0.65930 4.97214 -0.4 -0.1 -0.1
C -3.07207 -0.56320 5.36714 0.1 0.1 -0.1
C -2.12077 -0.15430 4.47834 0.0 0.0 0.0
C -2.44547 0.19470 3.13314 -0.6 -0.2 0.4
O -1.55327 0.72320 2.39844 0.6 -0.1 -0.5
H -5.56367 -0.29230 -0.24786 0.0 0.0 0.0
H -6.26887 0.33250 1.25244 -0.1 0.0 0.1
H -5.77857 -1.36930 1.13964 -0.1 0.0 0.1
H -5.78457 -0.54060 3.35944 -0.1 -0.1 0.0
H -5.16407 -0.91890 5.70054 -0.1 -0.1 0.0
H -2.79557 -0.79710 6.38624 0.0 0.0 0.1
H -1.09097 -0.03280 4.78264 0.1 0.0 0.0
C -1.29877 -2.21490 1.34924 0.3 1.1 -0.2
C -1.00397 -3.45850 0.64614 0.0 -0.7 -0.3
C -1.97027 -4.02650 -0.19606 0.2 0.3 0.3
C -1.74617 -5.23090 -0.82366 -0.1 -0.2 -0.1
C -0.54817 -5.90250 -0.63546 0.0 0.0 0.0
C 0.42833 -5.34960 0.17764 0.0 -0.2 0.0
C 0.20503 -4.14370 0.80994 -0.3 0.1 0.2
H -2.36667 -2.15810 1.58924 0.1 0.2 0.0
H -0.70497 -2.10420 2.26224 -0.1 0.0 -0.1
H -2.89857 -3.49430 -0.34866 -0.2 0.0 0.0
H -2.51367 -5.66030 -1.45266 0.0 0.0 -0.1
H -0.37477 -6.84570 -1.12726 0.0 -0.2 -0.1
H 1.36453 -5.87240 0.31664 0.1 0.0 0.0
H 0.97283 -3.71830 1.44184 0.0 0.0 0.1
```
Positions in Å, forces in eV/Å.

## Properties
- 2S+1: 1
- M: 1015.378 g/mol
- E: -2374.57935 Eh